(1)
C28H46BrN3NiP2 as an isolated structure, computed with wB97M-V/def2-TZVPD.

```
81
Properties=species:S:1:pos:R:3:mulliken_charge:R:1
Br 1.390 -5.740 -4.348 -0.046
Ni 0.250 -0.151 0.114 -0.742
P -1.064 -0.343 -1.478 1.196
P 0.184 2.220 0.597 0.886
N -2.862 -1.002 3.027 0.011
N 4.964 -0.160 3.322 -0.518
N -0.919 -0.234 1.710 0.048
C 1.469 -3.547 -0.870 -0.053
C -3.289 -0.393 4.289 -0.788
C 1.573 -1.094 0.926 -1.194
C -0.008 0.598 -2.775 0.663
C 2.387 -2.157 -2.633 -0.351
C 1.145 2.224 3.246 -1.085
C -0.385 0.643 -4.245 -1.360
C -1.774 -0.620 2.422 0.250
C -4.084 0.081 -1.619 -1.594
C 2.706 -0.631 1.749 0.877
C -1.904 -2.397 -3.497 -1.504
C 1.639 -4.401 -3.139 -0.037
C 3.798 0.118 1.242 -0.177
C 4.923 0.290 2.072 -0.550
C 1.920 3.253 -1.420 -0.933
C -3.751 -2.009 2.429 -0.686
C 3.943 -0.866 3.806 -0.559
C 2.781 -1.106 3.067 -0.265
C 1.286 -4.581 -1.787 -0.651
C -1.441 4.391 1.544 -1.562
C -1.372 2.879 1.347 -0.393
C -2.740 0.306 -0.892 0.554
C 1.759 -1.057 -0.527 -0.220
C 1.452 2.713 1.830 -0.658
C 2.242 -3.197 -3.545 -0.884
C -1.400 -2.070 -2.093 0.401
C 0.560 3.432 -0.764 -1.300
C 1.887 -2.289 -1.325 -0.032
H 2.444 -0.305 -0.935 0.899
H -4.291 -0.965 -1.895 0.318
H -4.135 0.694 -2.532 0.393
H -2.385 4.613 2.058 0.439
H -0.259 3.324 -1.491 0.564
H -2.528 -0.532 5.064 0.332
H -2.206 2.537 0.717 0.184
H -4.178 -1.653 1.476 0.251
H 1.945 2.540 3.932 0.438
H 1.529 3.816 1.818 0.671
H 1.997 2.328 -1.998 0.095
H -0.668 -0.328 -4.657 0.162
H -3.225 -2.962 2.258 0.304
H 0.483 4.430 -0.307 0.663
H -0.613 4.767 2.162 0.330
H -0.500 -2.670 -1.886 -0.401
H 2.419 2.299 1.497 0.356
H -3.439 0.693 4.179 0.322
H -1.225 1.324 -4.408 0.367
H -2.163 -2.430 -1.384 0.479
H -1.446 4.925 0.582 0.342
H -2.560 1.389 -0.800 0.292
H 0.856 -5.522 -1.464 0.475
H -4.906 0.410 -0.956 0.448
H 1.963 -1.704 3.474 0.450
H 2.858 -1.218 -2.933 0.493
H 5.805 0.828 1.709 0.405
H 0.188 2.634 3.604 0.320
H 0.996 -1.905 1.396 1.237
H -2.845 -0.054 0.147 -0.438
H 3.833 0.517 0.232 0.471
H -1.934 -3.491 -3.599 0.441
H 0.465 1.033 -4.829 0.423
H -2.919 -2.020 -3.644 0.298
H 1.103 1.127 3.326 0.046
H -1.474 2.366 2.312 0.233
H 2.616 -3.075 -4.558 0.507
H -4.573 -2.154 3.134 0.272
H 1.236 -3.678 0.180 0.405
H -4.221 -0.888 4.580 0.252
H -1.277 -2.035 -4.313 0.272
H 0.078 1.621 -2.385 -0.471
H 2.100 4.076 -2.123 0.409
H 4.050 -1.249 4.823 0.411
H 2.730 3.243 -0.682 0.330
H 1.011 0.196 -2.662 -0.234
```

lowest unoccupied orbital energy (alpha / beta)	-6.1 / -9.0	eV
expectation value of S²	2.0288
spin multiplicity	3
net charge	+2
orbital gap (alpha / beta)	7.75 / 4.60	eV

(2)
C28H46BrN3P2PdS as an isolated structure, computed with wB97M-V/def2-TZVPD.

```
82
Properties=species:S:1:pos:R:3:mulliken_charge:R:1
Pd -0.199 1.027 -2.325 -0.427
Br -2.577 1.310 2.515 -0.130
S 0.773 0.664 3.333 -0.280
P 1.884 -1.236 0.772 1.050
P -1.800 -2.298 -1.187 0.364
N 1.419 0.253 5.904 -0.210
N -0.607 -0.672 5.241 -0.091
N -0.822 7.608 -6.333 -0.607
C -0.849 4.138 -3.787 0.137
C -0.675 1.850 0.503 0.102
C -2.849 -2.525 0.262 -0.257
C -2.758 -1.425 -3.694 -1.483
C -0.342 2.392 -0.795 -0.629
C -2.014 1.628 0.817 0.057
C 3.380 -0.237 -1.449 -1.678
C 3.123 -0.111 1.588 -0.338
C 0.524 0.030 4.898 0.198
C -0.891 5.342 -4.657 0.571
C 3.281 -3.757 1.151 -1.333
C -2.437 -1.020 -2.246 2.787
C -0.570 -1.765 6.213 -1.012
C -4.234 -3.143 -0.028 -1.291
C -0.166 -3.084 -1.228 1.248
C -2.753 2.208 -1.439 -0.682
C -2.997 1.650 -0.218 -0.268
C 4.556 -0.561 1.595 -1.617
C -1.157 5.280 -6.045 -0.472
C 0.969 0.651 7.235 -1.067
C -1.096 6.429 -6.852 -0.274
C -0.621 7.754 -5.037 -0.294
C -0.946 3.226 -2.976 -0.692
C 2.584 -1.428 -0.898 0.450
C -1.408 2.506 -1.780 0.596
C -0.667 6.654 -4.169 -0.326
C 2.267 -2.781 1.725 -0.764
C -0.015 -4.585 -1.509 -1.684
H -0.488 -4.836 -2.464 0.428
H -1.605 -0.231 -2.263 -2.156
H 0.136 1.607 1.193 -0.270
H 4.415 -0.267 -1.160 0.407
H 3.351 -0.248 -2.533 0.453
H -3.033 -0.530 -4.262 0.448
H -2.271 -3.203 0.925 0.290
H -3.535 2.443 -2.162 0.445
H 0.391 -2.256 6.210 0.321
H -0.067 0.928 7.257 0.350
H 0.594 2.861 -1.111 0.446
H 1.716 -1.528 -1.549 -0.717
H 2.589 -2.426 2.716 0.491
H 0.391 -2.560 -2.043 0.175
H -2.920 -1.556 0.780 0.131
H 1.579 1.489 7.518 0.362
H -1.899 -1.901 -4.184 0.317
H 2.767 0.015 2.643 0.147
H -0.420 -5.217 -0.712 0.322
H -1.258 6.369 -7.925 0.357
H 1.293 -3.269 1.881 0.559
H -3.599 -2.114 -3.677 0.404
H 4.268 -3.296 0.984 0.252
H -4.750 -3.247 0.929 0.431
H 2.183 0.805 5.520 0.321
H 1.054 -4.785 -1.589 0.454
H 1.143 -0.190 7.862 0.311
H -4.155 -4.140 -0.469 0.335
H 5.172 0.305 1.824 0.430
H -3.270 -0.473 -1.758 0.192
H -0.496 6.849 -3.131 0.436
H -0.402 8.763 -4.665 0.346
H 0.271 -2.807 -0.251 -1.278
H -3.956 1.266 0.080 0.477
H -4.862 -2.542 -0.691 0.283
H -1.239 -0.785 4.477 0.214
H 4.873 -0.956 0.632 0.252
H 3.160 -2.334 -0.965 0.501
H 3.429 -4.560 1.881 0.427
H 2.948 0.706 -1.134 0.271
H 3.003 0.864 1.094 0.379
H -1.387 4.357 -6.532 0.438
H -0.767 -1.349 7.194 0.292
H 4.755 -1.308 2.372 0.318
H 2.941 -4.216 0.215 0.172
H -1.354 -2.470 5.948 0.385
```

lowest unoccupied orbital energy	0.0	eV
net charge	0
orbital gap	6.10	eV

(3)
C28H46BrN3P2STc as an isolated structure, computed with wB97M-V/def2-TZVPD.

```
82
Properties=species:S:1:pos:R:3:mulliken_charge:R:1
Tc -0.048 -0.177 -0.141 -1.811
Br -6.926 3.008 1.496 0.202
S -0.781 -1.145 1.855 -0.450
P 2.157 -0.496 -0.646 1.484
P -1.409 -1.379 -1.540 1.742
N 2.745 4.231 -2.642 0.101
N 0.806 -0.873 3.865 -0.174
N -0.881 0.774 3.738 -0.145
C 3.306 0.595 0.257 -0.001
C -3.037 -0.890 -3.812 -1.430
C 3.839 0.144 -2.854 -1.648
C 0.824 2.823 -2.749 -0.098
C -4.309 3.542 0.426 -0.585
C -1.131 -3.658 -3.218 -1.475
C -2.524 1.899 0.338 1.339
C 2.679 -2.199 -0.228 -0.471
C -1.204 0.898 5.160 -1.146
C 2.430 -0.269 -2.446 -0.275
C -0.078 1.807 -0.668 0.019
C -1.205 1.491 -0.063 -0.013
C -3.815 -3.003 -1.275 -1.483
C -5.141 2.572 1.014 -0.206
C 2.668 4.270 -1.318 -0.408
C 1.701 3.548 -0.610 -0.325
C 0.794 2.755 -1.339 0.092
C -0.412 -2.435 -2.668 -0.524
C -2.501 -2.566 -0.630 -0.883
C 3.834 -2.783 -1.036 -1.346
C -3.373 0.954 0.948 0.403
C 4.754 0.126 0.363 -1.429
C -4.690 1.273 1.260 -0.875
C 1.842 3.567 -3.354 -0.654
C -0.221 -0.287 3.237 0.890
C 1.658 -0.232 4.850 -1.041
C -3.001 3.195 0.088 -0.583
C -2.548 -0.301 -2.497 -0.557
H -4.346 -3.670 -0.582 0.447
H 3.390 4.879 -0.773 0.471
H -0.701 0.114 5.740 0.490
H -2.008 -3.390 -3.816 0.283
H 4.849 -0.812 0.919 0.329
H 5.333 0.882 0.904 0.473
H 1.672 -0.828 5.766 0.360
H 4.588 -0.614 -2.595 0.300
H 2.933 -2.171 0.842 0.529
H -1.611 1.121 3.114 0.052
H -0.885 1.887 5.505 0.391
H 2.135 -1.209 -2.936 0.484
H 0.479 -2.738 -2.090 0.271
H 1.240 -1.602 3.291 0.258
H 4.130 1.108 -2.419 0.298
H -2.335 3.914 -0.380 0.577
H -3.662 -1.776 -3.664 0.307
H -2.990 -0.047 1.166 0.260
H 1.705 0.491 -2.782 0.102
H -3.386 -0.049 -1.828 0.276
H 2.674 -0.215 4.450 0.309
H -0.044 -1.789 -3.480 0.415
H -2.009 0.645 -2.664 0.445
H 5.234 0.005 -0.613 0.277
H 1.638 3.598 0.476 0.533
H 4.774 -2.241 -0.882 0.296
H 1.778 -2.825 -0.315 0.613
H -2.205 -1.141 -4.475 0.355
H -0.457 -4.212 -3.879 0.452
H 3.867 0.261 -3.945 0.473
H -1.877 -3.445 -0.404 0.618
H 1.906 3.604 -4.443 0.463
H -3.666 -3.573 -2.199 0.295
H -4.485 -2.159 -1.476 0.333
H -3.655 -0.149 -4.330 0.452
H 3.626 -2.825 -2.111 0.299
H -5.352 0.518 1.690 0.540
H -4.684 4.534 0.237 0.534
H 1.290 0.779 5.051 0.461
H 2.865 0.711 1.259 0.486
H 3.239 1.586 -0.215 -0.035
H 4.008 -3.812 -0.701 0.446
H -1.437 -4.342 -2.422 0.351
H -2.711 -2.096 0.342 0.511
H 0.065 2.318 -3.347 0.580
H -2.292 0.831 5.296 0.302
```

lowest unoccupied orbital energy (alpha / beta)	-12.2 / -15.0	eV
expectation value of S²	3.8116
spin multiplicity	4
net charge	+4
orbital gap (alpha / beta)	6.79 / 3.82	eV

F_max / eV Å⁻¹: 4.08, 3.16, 4.27
Total energy / Eh: -6023.174401, -5041.308472, -4992.883245
Energy above the lowest of the compared OMol25 structures with the same formula, charge and spin / kcal/mol: 0.00, 0.00, 0.00